(1)
The following is a DFT calculation (wB97M-V/def2-TZVPD) of a gas-phase ion, C6H13N2S (charge +1).

energy above the lowest of the compared OMol25 structures with the same formula, charge and spin	121.3	kcal/mol
molar mass	145.25	g/mol

Geometry as ORCA input:
```
! wB97M-V def2-TZVPD RIJCOSX def2/J DEFGRID3
* xyz 1 1
C -2.20 -0.11 -0.03
C -1.76 1.33 0.29
C 0.44 0.30 0.04
C 0.37 0.52 -1.41
C 2.13 -1.64 0.04
C 1.62 -0.33 0.69
N -1.39 -1.13 0.20
N -0.51 1.14 0.86
S -3.84 -0.44 -0.28
H -1.73 1.97 -0.68
H -2.47 1.78 0.88
H 0.95 1.47 -1.75
H -0.66 0.77 -1.54
H 0.56 -0.26 -2.02
H 3.06 -1.89 0.50
H 2.18 -1.45 -0.98
H 1.51 -2.46 0.18
H 2.43 0.28 0.51
H 1.59 -0.48 1.75
H -1.75 -2.04 -0.15
H 0.10 2.02 1.19
H -0.62 0.63 1.73
*
```

=====

(2)
The following is a DFT calculation (wB97M-V/def2-TZVPD) of 13 unconnected molecules or ions with the total composition C13H52O13.

energy above the lowest of the compared OMol25 structures with the same formula, charge and spin	33.6	kcal/mol
molar mass	416.55	g/mol

Geometry as ORCA input:
```
! wB97M-V def2-TZVPD RIJCOSX def2/J DEFGRID3
* xyz 0 1
C 2.23 3.45 -0.77
O 1.88 2.70 -1.90
H 1.51 4.26 -0.59
H 2.28 2.83 0.13
H 3.20 3.95 -0.86
H 1.39 1.91 -1.63
C 0.58 0.07 0.05
O -0.12 0.85 -0.93
H 0.71 -0.95 -0.29
H 1.54 0.53 0.27
H 0.00 0.11 0.98
H -1.02 0.50 -0.94
C -0.99 -1.97 -2.88
O -0.76 -1.89 -4.28
H -0.38 -2.76 -2.43
H -0.70 -1.03 -2.41
H -2.04 -2.17 -2.62
H -0.71 -2.77 -4.65
C -0.93 -3.51 1.16
O -1.58 -4.02 2.32
H -0.35 -4.31 0.70
H -1.68 -3.13 0.46
H -0.26 -2.68 1.42
H -1.98 -3.29 2.80
C 2.97 -3.06 0.07
O 2.31 -3.69 -1.01
H 4.06 -3.09 -0.03
H 2.72 -1.99 0.15
H 2.62 -3.47 1.02
H 2.64 -3.30 -1.83
C -1.88 0.72 4.67
O -1.77 -0.21 3.60
H -1.13 0.48 5.43
H -1.75 1.75 4.33
H -2.88 0.65 5.09
H -0.83 -0.39 3.44
C -1.05 3.06 1.69
O -2.11 3.97 1.46
H -0.65 3.24 2.69
H -1.38 2.02 1.59
H -0.24 3.24 0.97
H -2.27 3.96 0.50
C 1.65 -1.17 4.39
O 1.00 -0.65 3.22
H 2.73 -0.99 4.35
H 1.27 -0.64 5.27
H 1.41 -2.22 4.51
H 1.17 0.30 3.25
C 4.64 0.13 1.82
O 5.56 -0.93 1.69
H 4.41 0.50 0.82
H 3.68 -0.23 2.22
H 4.99 0.97 2.43
H 5.75 -1.33 2.55
C -1.73 1.71 -4.13
O -1.12 0.91 -5.12
H -2.68 1.26 -3.80
H -1.10 1.85 -3.24
H -1.97 2.68 -4.55
H -0.92 0.05 -4.72
C 2.38 -1.30 -3.53
O 3.22 -2.45 -3.47
H 1.60 -1.43 -4.28
H 1.89 -1.24 -2.55
H 2.93 -0.38 -3.71
H 3.35 -2.86 -4.33
C -3.38 -0.22 0.64
O -2.91 -0.19 -0.73
H -3.92 -1.15 0.82
H -2.50 -0.26 1.29
H -3.95 0.67 0.88
H -3.70 -0.22 -1.28
C -4.45 3.29 -1.35
O -3.12 2.91 -0.97
H -5.13 3.17 -0.51
H -4.43 4.34 -1.63
H -4.78 2.68 -2.20
H -3.06 1.95 -0.98
*
```

=====

(3)
The following is a DFT calculation (wB97M-V/def2-TZVPD) of 2 unconnected molecules or ions with the total composition C6H12S4.

energy above the lowest of the compared OMol25 structures with the same formula, charge and spin	40.5	kcal/mol
molar mass	212.43	g/mol
SMILES	C=C(C)CS.S=C(S)CS

Geometry as ORCA input:
```
! wB97M-V def2-TZVPD RIJCOSX def2/J DEFGRID3
* xyz 0 1
C 0.60 -0.08 1.26
C 1.90 0.02 1.53
C 2.66 1.31 1.42
C 2.69 -1.19 1.96
S 3.93 -1.74 0.73
H 0.07 -1.03 1.35
H 0.02 0.78 0.95
H 2.01 2.12 1.08
H 3.50 1.21 0.72
H 3.08 1.60 2.39
H 3.28 -0.97 2.86
H 2.03 -2.03 2.19
H 3.06 -1.95 -0.27
S -3.27 0.08 0.57
C -2.11 0.65 -0.40
S -2.08 2.27 -1.09
C -0.91 -0.16 -0.84
S -1.14 -0.94 -2.47
H -3.26 2.66 -0.60
H 0.00 0.45 -0.84
H -0.77 -0.99 -0.14
H -1.10 0.19 -3.19
*
```

=====

(4)
The following is a DFT calculation (wB97M-V/def2-TZVPD) of a single C4H6F2O molecule.

energy above the lowest of the compared OMol25 structures with the same formula, charge and spin	38.9	kcal/mol
molar mass	108.09	g/mol
SMILES	C[C@]1(F)C[C@]1(O)F

Geometry as ORCA input:
```
! wB97M-V def2-TZVPD RIJCOSX def2/J DEFGRID3
* xyz 0 1
C -1.21 0.54 1.21
C -0.06 -0.24 0.56
F 0.13 -1.46 1.15
C 1.13 0.48 -0.16
C 0.10 -0.37 -0.97
O 0.44 -1.53 -1.52
F -0.71 0.45 -1.79
H -2.01 -0.06 0.98
H -1.16 1.59 0.83
H -1.14 0.52 2.33
H 1.19 1.50 -0.49
H 2.13 0.05 -0.02
H 1.17 -1.47 -2.09
*
```

=====

(5)
The following is a DFT calculation (wB97M-V/def2-TZVPD) of 4 unconnected molecules or ions with the total composition C4H8ClNO.

energy above the lowest of the compared OMol25 structures with the same formula, charge and spin	65.1	kcal/mol
molar mass	121.57	g/mol

Geometry as ORCA input:
```
! wB97M-V def2-TZVPD RIJCOSX def2/J DEFGRID3
* xyz 0 1
C 3.70 0.99 -0.32
C 0.36 -1.21 1.93
C 0.11 -0.94 -0.77
C 0.95 -1.01 0.54
N 3.04 1.80 -0.79
O 2.12 -0.91 0.40
Cl 4.88 -0.06 0.06
H 0.39 -2.25 2.30
H 1.06 -0.62 2.60
H -0.66 -0.95 1.83
H 0.38 -1.87 -1.37
H 0.50 -0.04 -1.31
H -0.98 -0.91 -0.83
H 0.27 2.22 -1.79
H 0.69 1.96 -1.06
*
```

=====

(6)
The following is a DFT calculation (wB97M-V/def2-TZVPD) of a molecular structure, C9H19BBeBrCl2F4NO10PS.

molar mass	610.91	g/mol
total energy	-158756.2575	eV

Geometry as ORCA input:
```
! wB97M-V def2-TZVPD RIJCOSX def2/J DEFGRID3
* xyz -1 1
C -0.40 -2.42 0.64
O -1.28 -2.01 -0.45
B -0.86 -0.82 -1.02
O -0.23 -0.83 -2.26
C -1.01 0.64 -0.29
P -1.47 2.07 -1.51
O -2.56 3.09 -0.81
Cl -2.46 1.29 -3.17
O 0.41 0.97 -0.06
S 0.44 2.01 1.25
O 1.26 1.42 2.28
O 0.98 3.29 0.91
O -1.19 2.01 1.65
C -1.57 0.69 1.16
C -2.96 0.10 1.53
C -4.08 0.25 0.47
C -4.49 -1.06 -0.23
F -5.88 -1.07 -0.17
F -4.06 -2.18 0.36
F -4.16 -1.00 -1.56
H -0.02 -3.45 0.52
H 0.45 -1.71 0.79
H -1.03 -2.38 1.58
H 0.38 -1.59 -2.27
H -2.15 3.66 -0.13
H -0.84 0.03 1.72
H -3.33 0.66 2.45
H -2.78 -0.95 1.88
H -3.89 1.01 -0.32
H -5.00 0.62 1.00
Be -4.84 -0.04 3.32
C 3.72 4.22 -1.38
N 3.37 3.58 -2.67
O 2.22 3.19 -2.81
O 4.26 3.49 -3.50
H 2.84 4.23 -0.74
H 4.51 3.63 -0.93
H 4.05 5.23 -1.59
C 4.37 -4.06 1.02
C 3.76 -2.93 0.20
O 2.40 -2.70 0.62
H 3.79 -4.98 0.90
H 5.40 -4.25 0.71
H 4.37 -3.81 2.09
H 3.75 -3.19 -0.85
H 4.33 -2.01 0.32
H 2.43 -2.46 1.56
Br -6.42 -2.01 1.85
F 5.49 -1.61 -1.24
Cl -0.01 4.13 -2.81
*
```

=====

(7)
The following is a DFT calculation (wB97M-V/def2-TZVPD) of 3 unconnected molecules or ions with the total composition C30H65NO3P.

molar mass	518.83	g/mol
total energy	-49078.4912	eV

Geometry as ORCA input:
```
! wB97M-V def2-TZVPD RIJCOSX def2/J DEFGRID3
* xyz 1 1
C 6.06 1.03 0.73
C 5.25 2.26 1.14
C 3.70 2.12 1.19
C 3.12 0.77 0.76
C 3.17 -0.28 1.87
C 2.81 -1.71 1.44
C 3.59 -2.22 0.24
C 3.28 -3.70 -0.14
C 2.32 -3.81 -1.33
C 0.84 -3.76 -0.90
C -0.04 -2.86 -1.77
C 0.31 -1.38 -1.63
C -0.67 -0.51 -2.47
C -1.51 0.48 -1.64
C -3.03 0.28 -1.80
C -3.81 0.56 -0.50
C -5.25 0.98 -0.78
C -6.13 1.18 0.45
C -6.10 0.01 1.45
C -4.97 -0.11 2.36
N -4.59 -1.32 2.53
C -5.30 -2.29 1.69
P -6.16 -3.75 2.42
O -6.76 -4.52 1.32
C -6.34 -1.44 0.91
H 7.11 1.31 0.61
H 5.75 0.63 -0.23
H 6.02 0.24 1.47
H 5.60 2.56 2.13
H 5.50 3.06 0.45
H 3.28 2.89 0.54
H 3.37 2.32 2.21
H 3.59 0.41 -0.15
H 2.07 0.91 0.52
H 2.43 0.04 2.62
H 4.13 -0.28 2.39
H 3.01 -2.37 2.29
H 1.73 -1.74 1.25
H 3.34 -1.61 -0.63
H 4.65 -2.08 0.43
H 4.22 -4.21 -0.34
H 2.81 -4.18 0.73
H 2.50 -4.76 -1.83
H 2.55 -3.02 -2.05
H 0.45 -4.78 -0.96
H 0.76 -3.46 0.14
H -1.08 -2.98 -1.43
H 0.01 -3.15 -2.82
H 1.32 -1.18 -1.98
H 0.24 -1.05 -0.60
H -1.36 -1.20 -2.97
H -0.13 0.00 -3.27
H -1.29 1.49 -1.97
H -1.27 0.38 -0.58
H -3.23 -0.75 -2.09
H -3.42 0.91 -2.59
H -3.31 1.37 0.03
H -3.78 -0.36 0.09
H -5.73 0.28 -1.47
H -5.21 1.93 -1.31
H -7.16 1.28 0.12
H -5.89 2.12 0.95
H -6.94 0.23 2.13
H -4.48 0.71 2.89
H -3.83 -1.58 3.14
H -4.59 -2.74 1.00
H -5.22 -4.46 3.18
H -7.11 -3.21 3.31
H -7.35 -1.70 1.20
H -6.17 -1.51 -0.16
C 3.63 0.34 -6.47
C 4.20 1.48 -5.64
O 3.41 1.80 -4.50
C 3.27 0.77 -3.55
C 4.58 0.32 -2.92
H 2.59 0.52 -6.71
H 4.19 0.25 -7.40
H 3.70 -0.62 -5.95
H 4.22 2.39 -6.23
H 5.23 1.27 -5.34
H 2.74 -0.09 -3.99
H 2.62 1.18 -2.77
H 5.22 -0.20 -3.63
H 4.38 -0.36 -2.09
H 5.13 1.19 -2.54
C -1.27 4.77 4.66
C -2.00 3.44 4.82
O -2.61 2.98 3.63
C -1.73 2.71 2.55
C -0.73 1.60 2.84
H -1.93 5.50 4.19
H -0.96 5.14 5.63
H -0.38 4.67 4.04
H -2.81 3.56 5.53
H -1.32 2.68 5.23
H -1.22 3.62 2.23
H -2.37 2.41 1.72
H 0.01 1.91 3.58
H -0.20 1.32 1.93
H -1.24 0.72 3.23
*
```

=====

(8)
The following is a DFT calculation (wB97M-V/def2-TZVPD) of 2 unconnected molecules or ions with the total composition C3H4N2.

energy above the lowest of the compared OMol25 structures with the same formula, charge and spin	117.0	kcal/mol
molar mass	68.08	g/mol

Geometry as ORCA input:
```
! wB97M-V def2-TZVPD RIJCOSX def2/J DEFGRID3
* xyz 0 1
C 2.14 -0.17 0.19
C -0.85 0.72 -0.28
C -0.22 -0.33 0.53
N 3.24 0.02 -0.03
N -0.92 -0.75 -0.52
H -1.69 1.21 0.25
H -0.14 1.30 -1.04
H 0.11 -0.60 1.53
H -1.69 -1.41 -0.63
*
```

=====

- Number 7 is which compound?
  C30H65NO3P